Entry 1:
DFT (ωB97M-V/def2-TZVPD) results for C35H34ClCuNOSi2 as an isolated structure.

Structure (XYZ):
```
75
C35H34ClCuNOSi2 ωB97M-V/def2-TZVPD
C -2.362 -1.417 4.144
C -3.049 -0.821 3.058
C -3.018 -1.732 1.958
H -3.594 0.123 3.073
C -2.261 -2.900 2.375
C -1.843 -2.670 3.724
H -1.271 -3.368 4.338
H -2.317 -1.006 5.154
H -3.558 -1.622 1.021
H -2.158 -3.822 1.805
Cu -0.950 -1.393 1.769
Si 2.446 1.677 -0.244
C 1.154 2.972 -0.723
C 1.213 3.635 -1.949
H 1.992 3.378 -2.674
C 0.266 4.612 -2.267
H 0.300 5.097 -3.243
C -0.732 4.952 -1.351
H -1.475 5.711 -1.607
C -0.760 4.327 -0.102
H -1.529 4.583 0.625
C 0.205 3.370 0.222
H 0.198 2.917 1.218
C 1.055 0.122 0.077
C -0.373 0.187 0.427
H -0.835 1.152 0.595
C -1.284 -0.840 -0.114
H -2.285 -0.618 -0.457
C -0.678 -2.182 -0.149
H -1.246 -3.054 -0.455
C 0.620 -2.280 0.507
H 0.967 -3.251 0.857
C 1.529 -1.229 0.195
H 2.599 -1.438 0.086
H 2.726 1.198 1.168
Si 0.095 -0.835 -1.268
C 0.574 -2.048 -2.695
C -0.486 -2.531 -3.464
H -1.492 -2.126 -3.331
C -0.265 -3.523 -4.429
H -1.099 -3.899 -5.021
C 1.032 -4.023 -4.620
H 1.206 -4.807 -5.359
C 2.101 -3.509 -3.878
H 3.115 -3.880 -4.037
C 1.870 -2.509 -2.916
H 2.712 -2.093 -2.359
C -0.497 0.510 -2.554
C -1.636 1.285 -2.319
H -2.215 1.207 -1.397
C -2.085 2.198 -3.281
H -2.983 2.786 -3.082
C -1.380 2.374 -4.473
H -1.743 3.078 -5.224
C -0.199 1.653 -4.679
H 0.379 1.798 -5.593
C 0.242 0.746 -3.710
H 1.174 0.209 -3.887
H 3.416 2.680 0.010
Cl 3.409 0.812 -1.873
O -1.003 1.549 2.867
C -0.487 1.264 4.169
C 0.639 0.274 4.071
C 1.794 0.532 4.814
C 2.782 -0.442 4.905
C 2.559 -1.659 4.256
C 1.400 -1.825 3.508
N 0.492 -0.838 3.335
H -1.734 2.182 2.954
H -0.091 2.196 4.591
H -1.286 0.867 4.818
H 1.848 1.501 5.306
H 3.688 -0.264 5.476
H 3.265 -2.485 4.305
H 1.197 -2.774 3.003
```

Computed properties:
Lowest unoccupied orbital energy (alpha / beta) = -1.10 / -1.00 eV
Spin multiplicity = 2
Relative energy (zero: lowest compared OMol25 entry of this formula, charge and spin) = 35.20 kcal/mol
Gap between HOMO and LUMO (alpha / beta) = 5.76 / 6.06 eV



Entry 2:
DFT (ωB97M-V/def2-TZVPD) results for C35H34ClN3O5PbS3Te as an isolated structure.

Structure (XYZ):
```
83
C35H34ClN3O5PbS3Te ωB97M-V/def2-TZVPD
Pb -0.523 -0.504 -0.689
C 1.725 1.250 5.293
C 2.447 1.937 4.134
N 2.578 1.061 2.987
C 3.821 0.331 2.873
C 4.852 1.086 2.037
C 1.530 0.923 2.107
S 1.813 -0.128 0.785
N 0.492 1.686 2.427
C -0.764 1.641 1.990
O -1.338 0.780 1.306
C -1.661 2.715 2.550
C -1.358 3.450 3.690
C -2.279 4.345 4.214
C -3.513 4.518 3.607
C -3.825 3.786 2.469
C -2.906 2.891 1.950
H 1.625 1.926 6.144
H 2.273 0.361 5.609
H 0.734 0.946 4.961
H 3.449 2.246 4.447
H 1.883 2.818 3.828
H 3.613 -0.627 2.397
H 4.205 0.153 3.883
H 4.465 1.203 1.028
H 5.789 0.530 1.993
H 5.045 2.074 2.457
H -0.401 3.303 4.169
H -2.041 4.913 5.106
H -4.232 5.217 4.018
H -4.790 3.914 1.993
H -3.139 2.299 1.076
C -3.426 0.248 -2.871
C -3.944 0.049 -1.483
C -5.231 0.516 -1.147
C -5.709 0.323 0.117
C -4.926 -0.364 1.067
C -5.375 -0.597 2.380
C -4.588 -1.317 3.243
C -3.363 -1.833 2.828
C -2.855 -1.610 1.552
S -1.344 -2.326 1.123
C -3.648 -0.834 0.641
N -3.190 -0.583 -0.606
H -4.113 0.860 -3.455
H -3.289 -0.713 -3.370
H -2.452 0.735 -2.848
H -5.824 1.024 -1.897
H -6.693 0.677 0.404
H -6.333 -0.195 2.689
H -4.926 -1.493 4.259
H -2.764 -2.415 3.514
Cl 1.494 -2.738 -4.448
C 1.005 -3.908 -3.226
C 1.779 -5.042 -3.090
C 1.422 -6.026 -2.183
C 0.281 -5.820 -1.403
C -0.461 -4.672 -1.516
C -0.144 -3.635 -2.442
C -0.914 -2.454 -2.530
H 2.657 -5.156 -3.714
H 2.022 -6.921 -2.071
H -0.020 -6.585 -0.697
H -1.308 -4.508 -0.865
H -1.944 -2.542 -2.201
H -0.813 -1.861 -3.437
O 1.879 1.886 -3.021
S 0.528 2.342 -2.355
O 0.646 2.199 -0.925
O -0.461 1.371 -2.911
O 0.279 3.691 -2.801
Te 1.478 -0.067 -3.423
C 3.527 -0.185 -4.173
C 4.342 -1.307 -4.041
C 5.583 -1.372 -4.657
C 6.052 -0.302 -5.404
C 5.266 0.836 -5.521
C 4.019 0.886 -4.920
H 4.004 -2.147 -3.451
H 6.181 -2.269 -4.556
H 7.022 -0.349 -5.884
H 5.619 1.682 -6.100
H 3.405 1.773 -5.015
```

Computed properties:
Total charge = -2
Lowest unoccupied orbital energy = 4.23 eV
Relative energy (zero: lowest compared OMol25 entry of this formula, charge and spin) = 19.28 kcal/mol
Gap between HOMO and LUMO = 5.18 eV



Entry 3:
DFT (ωB97M-V/def2-TZVPD) results for C35H34ClN5O4SZr as an isolated structure.

Structure (XYZ):
```
81
C35H34ClN5O4SZr ωB97M-V/def2-TZVPD
Zr -0.138 -0.431 0.146
O 2.344 -4.117 0.622
C 2.329 -4.558 -0.656
C 3.181 -5.622 -0.948
C 3.240 -6.132 -2.226
C 2.456 -5.596 -3.252
C 1.622 -4.543 -2.976
C 1.540 -3.998 -1.680
C 0.670 -2.852 -1.459
O 0.554 -2.356 -0.230
N 0.045 -2.284 -2.456
N -0.647 -1.192 -1.981
C -1.622 -0.733 -2.666
C -2.392 0.368 -2.074
C -3.487 0.940 -2.698
C -4.186 1.940 -2.038
C -3.756 2.348 -0.789
C -2.631 1.748 -0.247
N -1.959 0.785 -0.871
H 1.644 -3.453 0.723
H 3.775 -6.037 -0.145
H 3.899 -6.966 -2.432
H 2.504 -6.010 -4.249
H 1.004 -4.112 -3.752
H -1.894 -1.176 -3.619
H -3.791 0.594 -3.677
H -5.056 2.393 -2.495
H -4.272 3.124 -0.241
H -2.251 2.055 0.722
Cl -4.969 -0.448 5.901
C -4.000 -0.632 4.489
C -4.540 -1.252 3.355
C -3.784 -1.419 2.214
C -2.471 -0.955 2.179
O -1.718 -1.142 1.099
C -1.926 -0.323 3.308
C -0.577 0.153 3.341
N 0.246 0.252 2.342
C 1.553 0.769 2.607
C 1.880 1.653 3.598
C 3.222 2.046 3.800
C 4.223 1.549 3.016
C 3.910 0.670 1.950
C 4.881 0.121 1.081
C 4.490 -0.690 0.054
C 3.119 -0.929 -0.136
N 2.187 -0.442 0.660
C 2.568 0.316 1.730
C -2.704 -0.185 4.474
H -5.559 -1.612 3.390
H -4.188 -1.922 1.345
H -0.219 0.447 4.327
H 1.119 2.068 4.246
H 3.450 2.736 4.601
H 5.254 1.825 3.190
H 5.927 0.349 1.242
H 5.205 -1.139 -0.621
H 2.790 -1.535 -0.971
H -2.281 0.281 5.355
C 1.683 5.530 1.262
C 1.686 5.331 -0.250
C 0.846 4.138 -0.708
S 1.652 2.604 -0.230
O 0.567 1.519 -0.431
C 2.809 2.332 -1.597
C 2.301 1.428 -2.719
C 1.145 1.965 -3.553
H 2.291 6.390 1.536
H 2.085 4.663 1.791
H 0.670 5.710 1.626
H 2.710 5.239 -0.623
H 1.275 6.212 -0.746
H 0.673 4.116 -1.781
H -0.114 4.107 -0.188
H 3.690 1.897 -1.124
H 3.078 3.331 -1.948
H 2.038 0.451 -2.304
H 3.166 1.252 -3.362
H 0.218 2.010 -2.979
H 0.972 1.313 -4.408
H 1.362 2.960 -3.946
```

Computed properties:
Total charge = +2
Lowest unoccupied orbital energy = -6.24 eV
Relative energy (zero: lowest compared OMol25 entry of this formula, charge and spin) = 2.04 kcal/mol
Gap between HOMO and LUMO = 6.58 eV



Entry 4:
DFT (ωB97M-V/def2-TZVPD) results for C35H34FN3O2Pt as an isolated structure.

Structure (XYZ):
```
76
C35H34FN3O2Pt ωB97M-V/def2-TZVPD
Pt 0.115 0.196 0.812
C 2.973 0.477 -2.066
O 1.760 1.014 -1.572
C 1.744 2.324 -1.216
C 2.777 3.219 -1.455
C 2.651 4.545 -1.054
C 1.505 4.986 -0.416
C 0.473 4.090 -0.172
C 0.586 2.768 -0.565
N -0.451 1.828 -0.271
N -1.608 2.241 -0.571
C -2.750 1.540 -0.349
C -2.822 0.162 0.015
O -1.830 -0.609 0.213
C -4.138 -0.424 0.134
C -5.261 0.289 -0.071
C -5.220 1.673 -0.442
C -6.402 2.402 -0.659
C -6.356 3.721 -1.030
C -5.111 4.342 -1.194
C -3.943 3.649 -0.980
C -3.967 2.294 -0.597
H 3.795 0.655 -1.368
H 3.226 0.899 -3.043
H 2.805 -0.591 -2.168
H 3.676 2.896 -1.960
H 3.464 5.232 -1.246
H 1.414 6.016 -0.102
H -0.431 4.398 0.336
H -4.164 -1.472 0.405
H -6.232 -0.183 0.038
H -7.353 1.899 -0.529
H -7.269 4.278 -1.196
H -5.064 5.382 -1.493
H -2.990 4.141 -1.111
C 3.347 0.956 1.744
C 3.463 -0.380 2.483
C 3.584 -1.527 1.478
C 2.383 -0.456 3.558
C 2.760 -0.048 4.833
C 1.838 0.075 5.855
C 0.505 -0.177 5.595
C 0.061 -0.584 4.340
C -1.456 -0.688 4.183
C -2.023 0.653 3.698
C -2.039 -1.839 3.362
C 1.028 -0.758 3.334
N 0.640 -1.241 2.039
C 0.667 -2.603 1.853
C 0.871 -3.502 2.918
C 0.873 -4.867 2.717
C 0.681 -5.392 1.444
C 0.510 -4.534 0.368
C 0.516 -3.173 0.575
F 0.428 -2.380 -0.498
H 4.198 1.101 1.074
H 3.306 1.796 2.439
H 2.431 0.979 1.136
H 4.404 -0.358 3.039
H 2.820 -1.469 0.703
H 3.522 -2.505 1.958
H 4.555 -1.458 0.983
H 3.802 0.184 5.019
H 2.155 0.385 6.843
H -0.227 -0.050 6.384
H -1.822 -0.833 5.204
H -1.660 0.886 2.694
H -1.729 1.467 4.362
H -3.113 0.610 3.660
H -1.885 -1.709 2.292
H -3.117 -1.864 3.533
H -1.636 -2.805 3.666
H 1.013 -3.104 3.913
H 1.020 -5.527 3.561
H 0.677 -6.461 1.286
H 0.385 -4.899 -0.643
```

Computed properties:
Lowest unoccupied orbital energy (alpha / beta) = -0.14 / -1.70 eV
Spin multiplicity = 3
Relative energy (zero: lowest compared OMol25 entry of this formula, charge and spin) = 1.12 kcal/mol
Gap between HOMO and LUMO (alpha / beta) = 7.00 / 5.57 eV



Entry 5:
DFT (ωB97M-V/def2-TZVPD) results for C35H34IN5O5S2Ti as an isolated structure.

Structure (XYZ):
```
83
C35H34IN5O5S2Ti ωB97M-V/def2-TZVPD
Ti 0.616 1.392 -0.505
C -3.667 0.523 -2.083
C -3.535 0.338 -0.604
N -4.537 -0.171 0.073
C -4.384 -0.354 1.405
C -3.253 -0.013 2.100
C -3.213 -0.271 3.581
O -3.206 0.925 4.365
C -2.167 0.566 1.394
C -1.001 1.014 2.128
N 0.104 1.478 1.642
C 1.069 1.817 2.645
C 1.632 0.809 3.424
C 2.610 1.086 4.364
C 3.041 2.391 4.552
C 2.453 3.409 3.820
C 1.466 3.130 2.880
I 0.498 4.761 2.018
C -2.292 0.714 0.006
O -1.362 1.176 -0.762
H -4.637 0.156 -2.412
H -2.868 -0.006 -2.610
H -3.556 1.577 -2.349
H -5.224 -0.805 1.924
H -2.312 -0.816 3.864
H -4.072 -0.895 3.848
H -3.826 1.539 3.956
H -1.095 0.993 3.212
H 1.331 -0.210 3.235
H 3.041 0.274 4.935
H 3.812 2.623 5.276
H 2.740 4.438 3.987
C -4.302 -4.702 1.401
C -2.982 -4.069 1.048
C -1.831 -4.357 1.777
C -0.628 -3.734 1.486
C -0.572 -2.802 0.456
C -1.703 -2.514 -0.288
C -2.899 -3.152 0.007
S 0.973 -1.973 0.173
O 1.907 -2.994 -0.244
O 1.274 -1.289 1.405
N 0.694 -0.866 -0.935
C 0.610 -1.237 -2.274
C 0.495 -2.521 -2.772
C 0.405 -2.773 -4.155
C 0.434 -1.764 -5.071
C 0.552 -0.432 -4.611
C 0.609 0.672 -5.492
C 0.735 1.933 -4.998
C 0.788 2.110 -3.601
N 0.730 1.110 -2.757
C 0.627 -0.167 -3.229
H -4.161 -5.630 1.956
H -4.887 -4.920 0.507
H -4.896 -4.028 2.023
H -1.879 -5.076 2.588
H 0.265 -3.956 2.057
H -1.649 -1.789 -1.089
H -3.787 -2.906 -0.565
H 0.496 -3.359 -2.094
H 0.316 -3.801 -4.486
H 0.372 -1.958 -6.135
H 0.551 0.493 -6.560
H 0.780 2.799 -5.645
H 0.865 3.098 -3.169
S -1.015 5.780 -1.851
C -0.310 4.407 -1.334
N 0.223 3.435 -0.965
C 4.164 0.131 -1.157
C 3.807 1.402 -0.392
C 4.386 1.359 1.019
C 4.292 2.640 -1.141
O 2.412 1.485 -0.279
H 5.248 0.046 -1.276
H 3.704 0.149 -2.148
H 3.797 -0.750 -0.630
H 5.469 1.215 0.991
H 3.932 0.537 1.575
H 4.166 2.290 1.547
H 5.383 2.652 -1.207
H 3.954 3.540 -0.625
H 3.878 2.651 -2.152
```

Computed properties:
Total charge = -1
Lowest unoccupied orbital energy (alpha / beta) = 2.26 / 2.20 eV
Spin multiplicity = 2
Relative energy (zero: lowest compared OMol25 entry of this formula, charge and spin) = 0.00 kcal/mol
Gap between HOMO and LUMO (alpha / beta) = 6.80 / 7.54 eV



Entry 6:
DFT (ωB97M-V/def2-TZVPD) results for C35H34LuN4O3P3Se3Te as an isolated structure.

Structure (XYZ):
```
84
C35H34LuN4O3P3Se3Te ωB97M-V/def2-TZVPD
Lu 11.127 13.908 14.948
Se 12.792 19.994 10.634
P 11.055 18.991 11.537
C 9.834 19.034 10.287
C 9.735 17.910 9.416
C 8.966 17.933 8.273
C 8.203 19.062 7.978
C 8.311 20.213 8.761
C 9.160 20.224 9.878
C 10.496 20.271 12.795
C 9.169 20.680 12.880
C 8.958 21.877 13.571
C 9.970 22.431 14.397
C 11.228 21.896 14.413
C 11.450 20.773 13.625
C 10.786 17.578 12.604
C 11.636 16.498 12.976
N 10.793 15.651 13.788
N 9.559 16.210 13.811
N 9.513 17.336 13.168
P 13.390 16.046 12.741
Se 13.729 14.064 13.735
C 14.398 17.274 13.532
C 13.868 18.244 14.425
C 14.620 19.299 14.824
C 15.942 19.407 14.404
C 16.521 18.435 13.581
C 15.753 17.369 13.163
C 13.924 15.971 11.068
C 14.471 17.005 10.331
C 14.661 16.975 8.956
C 14.154 15.875 8.253
C 13.652 14.802 8.941
C 13.434 14.843 10.355
H 10.278 17.001 9.662
H 9.065 17.069 7.598
H 7.486 19.188 7.131
H 7.843 21.153 8.472
H 9.387 21.189 10.355
H 8.322 20.126 12.418
H 7.957 22.428 13.567
H 9.784 23.247 15.067
H 11.919 22.402 15.042
H 12.465 20.379 13.465
H 12.888 18.005 14.855
H 14.227 19.989 15.568
H 16.561 20.221 14.832
H 17.604 18.390 13.347
H 16.124 16.506 12.553
H 14.842 17.867 10.878
H 15.140 17.797 8.349
H 14.147 15.875 7.144
H 13.400 13.803 8.460
H 12.938 14.049 10.897
C 8.648 8.582 16.013
C 9.874 9.311 16.645
O 10.613 10.041 15.666
P 10.077 11.044 14.551
O 11.322 11.962 14.356
Te 8.262 12.557 15.218
O 9.798 10.261 13.132
C 10.663 10.626 11.996
C 10.147 9.778 10.846
H 8.289 7.769 16.674
H 8.791 8.198 15.013
H 7.769 9.266 15.896
H 10.531 8.512 17.041
H 9.641 9.961 17.489
H 11.734 10.542 12.252
H 10.415 11.672 11.793
H 10.256 8.717 11.101
H 10.686 10.079 9.874
H 9.056 9.993 10.668
Se 11.606 15.052 17.470
C 10.904 13.679 18.576
C 11.702 12.651 19.208
C 11.090 11.768 20.153
N 9.831 11.798 20.486
C 9.093 12.811 20.007
C 9.559 13.756 19.050
H 12.726 12.530 18.874
H 11.696 10.992 20.601
H 8.045 12.826 20.386
H 8.895 14.603 18.731
```

Computed properties:
Lowest unoccupied orbital energy = -0.41 eV
Relative energy (zero: lowest compared OMol25 entry of this formula, charge and spin) = 0.00 kcal/mol
Gap between HOMO and LUMO = 7.54 eV